245
Properties=species:S:1:pos:R:3:lowdin_charge:R:1 method="wB97M-V/def2-TZVPD" smiles="CN(C)P(=O)(N(C)C)N(C)C.CN(C)P(=O)(N(C)C)N(C)C.CN(C)P(=O)(N(C)C)N(C)C.CN(C)P(=O)(N(C)C)N(C)C.CN(C)P(=O)(N(C)C)N(C)C.CN(C)P(=O)(N(C)C)N(C)C.CN(C)P(=O)(N(C)C)N(C)C.CCOC(=O)C(F)(F)F.CCOC(=O)C(F)(F)F.CCOC(=O)C(F)(F)F" orbital_gap_ev=8.512 e_homo_ev=-8.0 spin_multiplicity=1
C -2.423 -1.898 7.489 -0.09
N -3.165 -2.760 6.538 -0.30
C -4.549 -3.150 6.867 -0.11
P -2.687 -2.702 4.983 0.47
O -1.278 -2.310 4.912 -0.28
N -3.189 -4.185 4.416 -0.30
C -3.265 -4.375 2.972 -0.12
C -2.802 -5.433 5.083 -0.11
N -3.582 -1.617 4.085 -0.29
C -5.058 -1.791 4.036 -0.09
C -3.151 -0.235 4.008 -0.10
H -2.343 -2.472 8.436 0.08
H -2.953 -0.962 7.723 0.08
H -1.449 -1.600 6.999 0.08
H -4.959 -3.765 6.117 0.05
H -5.145 -2.262 7.094 0.08
H -4.506 -3.776 7.810 0.10
H -4.239 -4.779 2.675 0.08
H -3.085 -3.451 2.415 0.04
H -2.474 -5.146 2.679 0.11
H -3.575 -6.188 5.266 0.08
H -1.844 -5.859 4.610 0.09
H -2.502 -5.186 6.146 0.09
H -5.259 -2.873 3.827 0.08
H -5.545 -1.379 4.937 0.08
H -5.364 -1.178 3.143 0.08
H -3.464 0.405 4.806 0.08
H -3.467 0.265 3.110 0.06
H -2.087 -0.254 3.903 0.05
C 1.763 3.895 -6.326 -0.10
N 2.599 4.457 -5.268 -0.34
C 3.735 5.155 -5.731 -0.15
P 2.321 4.058 -3.639 0.58
O 1.103 3.156 -3.516 -0.33
N 3.799 3.440 -3.199 -0.30
C 4.737 2.826 -4.054 -0.13
C 4.174 3.235 -1.823 -0.12
N 2.166 5.343 -2.613 -0.30
C 0.885 5.955 -2.380 -0.11
C 3.327 6.064 -2.072 -0.11
H 1.432 4.624 -7.065 0.08
H 0.926 3.352 -5.839 0.08
H 2.417 3.191 -6.860 0.08
H 4.402 4.478 -6.278 0.08
H 4.262 5.639 -4.920 0.07
H 3.376 5.999 -6.426 0.11
H 4.321 2.746 -5.025 0.06
H 5.754 3.258 -4.147 0.10
H 4.986 1.843 -3.617 0.07
H 4.145 2.157 -1.548 0.07
H 5.153 3.659 -1.661 0.09
H 3.559 3.701 -1.078 0.06
H 0.637 5.988 -1.267 0.09
H 0.876 6.999 -2.661 0.07
H 0.056 5.438 -2.890 0.08
H 3.236 6.209 -0.985 0.09
H 3.419 7.049 -2.588 0.09
H 4.238 5.512 -2.312 0.06
C 6.531 3.387 4.497 -0.12
N 6.568 1.974 4.370 -0.32
C 7.820 1.497 3.924 -0.14
P 5.179 1.092 4.347 0.48
O 4.053 1.923 4.816 -0.30
N 4.789 0.497 2.834 -0.29
C 5.603 -0.529 2.181 -0.10
C 3.913 1.334 2.064 -0.10
N 5.600 -0.268 5.145 -0.31
C 4.601 -1.350 5.176 -0.11
C 6.483 -0.407 6.328 -0.07
H 5.456 3.698 4.538 0.09
H 7.017 3.844 3.649 0.08
H 7.005 3.690 5.424 0.08
H 8.540 1.746 4.686 0.08
H 8.163 1.929 2.966 0.10
H 7.838 0.427 3.870 0.07
H 6.088 -1.204 2.932 0.09
H 4.947 -1.056 1.540 0.05
H 6.425 -0.100 1.570 0.08
H 2.948 0.871 1.925 0.04
H 3.670 2.316 2.523 0.10
H 4.408 1.416 1.095 0.08
H 5.200 -2.255 5.282 0.08
H 3.998 -1.151 6.060 0.08
H 3.951 -1.443 4.313 0.07
H 7.317 0.305 6.201 0.07
H 6.807 -1.431 6.434 0.08
H 6.018 -0.064 7.245 0.08
C -5.660 -0.124 -5.909 -0.10
N -4.392 -0.656 -6.372 -0.30
C -3.962 0.128 -7.472 -0.15
P -3.659 -2.007 -5.759 0.46
O -4.034 -2.109 -4.373 -0.26
N -4.292 -3.331 -6.598 -0.30
C -4.766 -4.515 -5.963 -0.13
C -4.960 -2.977 -7.868 -0.12
N -2.090 -1.926 -6.193 -0.31
C -1.270 -3.108 -6.342 -0.11
C -1.291 -0.850 -5.644 -0.11
H -5.743 0.999 -5.875 0.10
H -6.004 -0.531 -4.972 0.07
H -6.401 -0.339 -6.650 0.06
H -2.937 -0.035 -7.788 0.08
H -4.091 1.208 -7.233 0.09
H -4.624 0.014 -8.305 0.07
H -5.425 -5.076 -6.646 0.09
H -3.970 -5.166 -5.569 0.07
H -5.315 -4.226 -5.059 0.07
H -5.970 -2.469 -7.798 0.10
H -4.300 -2.422 -8.588 0.09
H -5.087 -3.880 -8.419 0.06
H -0.777 -2.985 -7.310 0.09
H -0.543 -3.140 -5.536 0.05
H -1.915 -4.045 -6.371 0.10
H -0.782 -1.118 -4.717 0.06
H -1.984 0.016 -5.449 0.10
H -0.492 -0.598 -6.364 0.09
C 6.068 -2.592 -4.183 -0.12
N 5.863 -1.770 -3.033 -0.33
C 6.942 -0.831 -2.700 -0.10
P 4.329 -1.396 -2.544 0.46
O 4.274 -0.138 -1.810 -0.28
N 3.112 -1.402 -3.664 -0.28
C 2.685 -2.499 -4.474 -0.13
C 2.403 -0.142 -3.982 -0.08
N 4.097 -2.830 -1.845 -0.27
C 5.120 -3.499 -0.973 -0.07
C 2.778 -3.205 -1.311 -0.09
H 7.117 -2.980 -4.115 0.10
H 5.843 -2.060 -5.102 0.08
H 5.412 -3.449 -4.048 0.07
H 7.115 -0.791 -1.627 0.07
H 6.813 0.147 -3.064 0.05
H 7.943 -1.176 -3.065 0.09
H 3.108 -3.471 -4.208 0.08
H 1.561 -2.479 -4.538 0.08
H 3.055 -2.367 -5.511 0.08
H 2.682 0.193 -4.994 0.09
H 1.304 -0.199 -3.831 0.08
H 2.817 0.642 -3.385 0.03
H 5.159 -4.567 -1.185 0.08
H 6.167 -3.208 -1.098 0.08
H 4.880 -3.350 0.086 0.07
H 1.979 -2.536 -1.687 0.09
H 2.775 -3.077 -0.253 0.05
H 2.520 -4.198 -1.594 0.08
C 0.730 0.438 3.902 -0.04
N 0.497 -0.182 2.558 -0.26
C 1.093 -1.466 2.437 -0.15
P -0.300 0.692 1.418 0.47
O -1.076 1.785 2.001 -0.28
N 0.834 1.408 0.471 -0.25
C 1.591 0.437 -0.300 -0.13
C 0.595 2.729 -0.223 -0.06
N -1.090 -0.495 0.602 -0.27
C -1.668 -1.705 1.193 -0.10
C -1.527 -0.270 -0.755 -0.09
H 0.523 -0.268 4.689 0.07
H 0.134 1.306 3.939 0.04
H 1.753 0.770 3.958 0.06
H 0.951 -2.093 3.370 0.09
H 2.162 -1.468 2.261 0.06
H 0.651 -2.003 1.595 0.06
H 1.729 -0.492 0.274 0.06
H 0.947 0.111 -1.166 0.08
H 2.567 0.731 -0.703 0.05
H 1.514 3.325 -0.167 0.07
H 0.267 2.682 -1.282 0.06
H -0.223 3.217 0.277 0.04
H -2.725 -1.857 1.124 0.06
H -1.162 -2.585 0.649 0.11
H -1.427 -1.760 2.254 0.05
H -2.607 -0.447 -0.848 0.06
H -0.974 -0.972 -1.415 0.08
H -1.320 0.785 -1.047 0.09
C -5.609 4.684 1.649 -0.10
N -4.702 3.871 0.881 -0.28
C -3.608 3.359 1.695 -0.11
P -5.186 3.304 -0.593 0.45
O -6.234 4.146 -1.220 -0.29
N -3.740 3.243 -1.300 -0.30
C -2.797 4.323 -1.281 -0.09
C -3.735 2.487 -2.612 -0.05
N -5.740 1.763 -0.602 -0.30
C -7.020 1.270 -1.118 -0.07
C -4.789 0.868 -0.007 -0.14
H -5.110 5.502 2.188 0.08
H -6.121 4.058 2.385 0.08
H -6.288 5.105 0.943 0.06
H -3.123 4.143 2.257 0.07
H -2.822 2.870 1.140 0.04
H -3.939 2.701 2.484 0.08
H -2.834 4.943 -0.349 0.09
H -1.814 3.929 -1.250 0.05
H -3.047 4.999 -2.094 0.09
H -4.022 3.154 -3.435 0.09
H -2.682 2.191 -2.754 0.08
H -4.352 1.609 -2.528 0.06
H -7.598 2.194 -1.368 0.09
H -6.868 0.722 -2.023 0.06
H -7.594 0.704 -0.389 0.08
H -3.904 1.442 0.050 0.03
H -4.608 -0.083 -0.578 0.06
H -5.057 0.449 1.028 0.10
C 1.404 -3.709 6.421 -0.04
C 2.401 -4.680 5.825 -0.17
O 2.322 -4.588 4.381 0.01
C 1.453 -5.349 3.736 -0.38
O 0.630 -6.100 4.218 0.14
C 1.773 -5.253 2.231 -0.55
F 2.384 -6.437 1.959 0.14
F 0.652 -5.249 1.556 0.19
F 2.596 -4.317 1.766 0.16
H 0.509 -3.630 5.819 0.05
H 1.838 -2.717 6.440 0.07
H 1.139 -4.042 7.417 0.08
H 2.113 -5.697 6.051 0.11
H 3.480 -4.522 6.027 0.13
C -5.431 -2.799 -0.504 -0.04
C -4.512 -3.944 -0.233 -0.18
O -3.205 -3.969 -0.874 0.03
C -3.148 -4.466 -2.099 -0.38
O -4.026 -4.995 -2.773 0.14
C -1.690 -4.549 -2.545 -0.57
F -1.405 -5.808 -2.215 0.17
F -1.528 -4.394 -3.812 0.20
F -0.790 -3.756 -1.908 0.14
H -5.595 -2.578 -1.552 0.09
H -5.322 -1.877 0.053 0.04
H -6.399 -3.153 -0.070 0.10
H -4.944 -4.894 -0.487 0.12
H -4.197 -4.002 0.797 0.07
C -0.737 4.349 5.074 -0.05
C -0.312 4.896 3.751 -0.20
O -1.334 5.786 3.296 0.03
C -1.100 6.299 2.092 -0.40
O -0.230 5.978 1.327 0.15
C -2.028 7.492 1.817 -0.57
F -2.296 7.623 0.555 0.21
F -3.168 7.332 2.488 0.16
F -1.414 8.625 2.244 0.15
H -1.387 3.501 4.988 0.07
H -1.126 5.092 5.792 0.09
H 0.138 3.905 5.539 0.08
H -0.160 4.144 3.018 0.10
H 0.639 5.453 3.775 0.14